Below is a 2-piece molecular cluster, C3H11N2O2 overall at a distorted geometry, with properties calculated with wB97M-V/def2-TZVPD.

spin multiplicity = 2
calculated total energy = -10360.5632 eV
max |F| = 3.67 eV/A
energy relative to the best compared isomer or geometry (same formula, charge and spin) = 163.7 kJ/mol
E_HOMO (alpha / beta) = -9.5 / -9.5 eV
Kohn-Sham gap (alpha / beta) = 10.086 / 6.937 eV

Last column: Mulliken spin population.
Element x y z (Å)
C1 0.49 -0.20 1.14  -0.01
N1 0.34 1.09 0.51  0.02
C2 1.43 1.32 -0.74  0.00
O1 2.14 0.26 -1.02  0.82
C3 -0.54 -1.32 0.76  0.00
N2 -0.15 -1.85 -0.64  0.00
H1 1.45 -0.74 0.94  0.00
H2 0.55 -0.12 2.24  0.00
H3 0.67 1.89 1.03  0.00
H4 0.91 1.53 -1.70  0.10
H5 1.95 2.19 -0.32  0.07
H6 -0.27 -2.14 1.42  0.00
H7 -1.58 -1.00 0.74  0.00
H8 -0.71 -1.29 -1.29  0.00
H9 0.74 -1.41 -0.77  0.00
H10 -2.10 0.15 -1.15  0.00
H11 -2.37 1.12 -0.32  0.00
O2 -2.95 0.51 -0.83  0.00